# 1
{
  "formula": "C42H60O12S2",
  "method": "ωB97M-V/def2-TZVPD",
  "species": ["C", "S", "O", "C", "H", "H", "H", "H", "H", "H", "C", "S", "O", "C", "H", "H", "H", "H", "H", "H", "C", "C", "C", "C", "C", "C", "H", "H", "H", "H", "H", "H", "C", "C", "C", "C", "C", "C", "H", "H", "H", "H", "H", "H", "C", "C", "C", "C", "C", "C", "H", "H", "H", "H", "H", "H", "O", "C", "O", "C", "C", "C", "H", "H", "H", "H", "H", "H", "O", "C", "O", "C", "C", "C", "H", "H", "H", "H", "H", "H", "O", "C", "O", "C", "C", "C", "H", "H", "H", "H", "H", "H", "O", "C", "O", "C", "C", "C", "H", "H", "H", "H", "H", "H", "O", "C", "O", "C", "C", "C", "H", "H", "H", "H", "H", "H"],
  "xyz": [[-6.06, -4.60, -6.65], [-6.56, -6.38, -6.49], [-7.89, -6.36, -5.68], [-7.15, -6.50, -8.25], [-6.95, -3.99, -6.83], [-5.37, -4.44, -7.48], [-5.48, -4.36, -5.76], [-7.27, -7.55, -8.52], [-6.28, -6.15, -8.81], [-7.98, -5.86, -8.53], [-0.54, 1.63, 1.72], [-0.61, -0.06, 0.95], [-1.86, -0.16, 0.06], [0.85, 0.08, -0.17], [0.29, 1.80, 2.39], [-1.45, 1.93, 2.26], [-0.51, 2.44, 0.99], [1.05, -0.85, -0.71], [1.77, 0.28, 0.38], [0.59, 0.96, -0.75], [-1.05, 1.37, -7.70], [-0.97, 1.32, -9.09], [-1.74, 2.18, -9.87], [-2.71, 2.99, -9.26], [-2.83, 2.98, -7.86], [-1.96, 2.16, -7.10], [-0.45, 0.72, -7.08], [-0.34, 0.58, -9.56], [-1.78, 2.07, -10.94], [-3.29, 3.52, -10.00], [-3.51, 3.64, -7.35], [-2.02, 2.30, -6.03], [5.24, -7.62, 2.70], [4.70, -8.77, 3.24], [3.38, -9.07, 3.12], [2.54, -8.15, 2.44], [3.09, -7.00, 1.86], [4.44, -6.68, 2.04], [6.28, -7.34, 2.80], [5.26, -9.43, 3.88], [2.84, -9.94, 3.44], [1.51, -8.43, 2.32], [2.46, -6.34, 1.27], [4.85, -5.79, 1.58], [-5.36, 10.93, 7.14], [-4.20, 10.30, 6.67], [-4.15, 8.94, 6.37], [-5.26, 8.21, 6.59], [-6.46, 8.78, 6.93], [-6.50, 10.13, 7.24], [-5.38, 11.96, 7.45], [-3.25, 10.81, 6.59], [-3.23, 8.49, 6.04], [-5.27, 7.18, 6.26], [-7.36, 8.18, 7.04], [-7.38, 10.69, 7.52], [6.60, -3.72, -5.37], [7.66, -4.26, -5.67], [8.20, -4.09, -6.85], [9.26, -5.02, -7.22], [9.75, -5.38, -5.83], [8.57, -5.10, -4.85], [10.04, -4.63, -7.86], [8.77, -5.78, -7.83], [10.62, -4.80, -5.53], [9.92, -6.45, -5.83], [8.54, -4.65, -3.86], [7.91, -5.95, -4.71], [0.02, 10.07, -2.97], [-0.94, 9.50, -2.44], [-2.02, 9.16, -3.17], [-3.00, 8.45, -2.45], [-2.53, 8.70, -1.00], [-1.07, 8.95, -1.12], [-3.16, 7.39, -2.62], [-3.97, 8.93, -2.61], [-2.68, 7.83, -0.37], [-2.86, 9.66, -0.61], [-0.50, 8.03, -1.11], [-0.71, 9.65, -0.36], [-5.67, -5.46, 2.35], [-6.86, -5.09, 2.16], [-7.77, -4.84, 3.19], [-9.07, -4.58, 2.70], [-9.06, -5.21, 1.32], [-7.63, -5.01, 0.85], [-9.24, -3.52, 2.53], [-9.84, -5.02, 3.33], [-9.84, -4.94, 0.61], [-9.24, -6.28, 1.45], [-7.40, -4.06, 0.36], [-7.34, -5.80, 0.16], [1.58, -3.41, 10.01], [1.97, -2.71, 9.12], [3.20, -2.18, 9.14], [3.43, -1.15, 8.30], [2.22, -1.18, 7.40], [1.18, -2.14, 7.96], [4.34, -1.45, 7.77], [3.48, -0.22, 8.87], [2.44, -1.38, 6.35], [1.84, -0.16, 7.38], [0.96, -2.85, 7.17], [0.18, -1.78, 8.21], [5.80, 4.22, 2.12], [6.84, 3.66, 2.32], [6.88, 2.55, 3.04], [8.17, 2.00, 3.17], [8.89, 2.69, 2.06], [8.25, 4.02, 1.95], [8.07, 0.94, 2.93], [8.66, 2.21, 4.12], [8.72, 2.07, 1.18], [9.97, 2.77, 2.21], [8.14, 4.32, 0.91], [8.58, 4.76, 2.69]],
  "mulliken_charge": [-0.889, 0.479, -0.612, -0.878, 0.298, 0.345, 0.312, 0.320, 0.315, 0.308, -0.953, 0.496, -0.608, -0.842, 0.355, 0.325, 0.310, 0.308, 0.330, 0.279, -0.425, -0.236, -0.444, -0.200, -0.474, -0.239, 0.342, 0.340, 0.325, 0.326, 0.345, 0.341, -0.251, -0.395, -0.281, -0.371, -0.323, -0.426, 0.336, 0.317, 0.345, 0.340, 0.346, 0.364, -0.448, -0.229, -0.376, -0.323, -0.435, -0.216, 0.367, 0.314, 0.362, 0.313, 0.350, 0.322, -0.627, 0.513, -0.339, -0.297, -0.446, -0.403, 0.246, 0.239, 0.272, 0.292, 0.337, 0.214, -0.604, 0.453, -0.326, -0.358, -0.505, -0.305, 0.276, 0.269, 0.316, 0.270, 0.228, 0.286, -0.589, 0.539, -0.338, -0.380, -0.579, -0.387, 0.256, 0.331, 0.368, 0.256, 0.261, 0.261, -0.562, 0.520, -0.363, -0.297, -0.477, -0.364, 0.251, 0.237, 0.303, 0.251, 0.202, 0.298, -0.595, 0.479, -0.337, -0.380, -0.559, -0.286, 0.286, 0.286, 0.248, 0.338, 0.247, 0.272],
  "homo_ev": -8.900,
  "lumo_energy_ev": 0.216,
  "gap_ev": 9.12
}


# 2
{
  "formula": "C42H61AsClIN5O7Si3Sn",
  "method": "ωB97M-V/def2-TZVPD",
  "species": ["Sn", "O", "C", "C", "O", "O", "C", "C", "C", "C", "C", "C", "C", "C", "C", "C", "C", "C", "H", "H", "H", "H", "H", "H", "H", "H", "H", "H", "H", "C", "C", "N", "O", "C", "C", "N", "O", "H", "H", "H", "H", "H", "H", "H", "Cl", "C", "C", "C", "I", "C", "O", "C", "N", "C", "C", "C", "C", "H", "H", "H", "H", "O", "H", "H", "N", "C", "N", "C", "C", "C", "C", "C", "H", "H", "H", "H", "H", "H", "H", "H", "H", "H", "C", "Si", "C", "C", "As", "Si", "C", "C", "C", "Si", "C", "C", "C", "H", "H", "H", "H", "H", "H", "H", "H", "H", "H", "H", "H", "H", "H", "H", "H", "H", "H", "H", "H", "H", "H", "H", "H", "H", "H", "H"],
  "xyz": [[-1.12, 0.40, -0.38], [1.03, -2.60, -1.47], [1.89, -3.12, -0.45], [1.81, -2.20, 0.83], [2.41, -2.53, 1.88], [1.10, -1.12, 0.65], [3.32, -3.06, -1.00], [4.44, -3.24, -0.09], [5.73, -3.14, -0.58], [5.96, -2.89, -1.90], [4.93, -2.79, -2.81], [3.59, -2.86, -2.36], [1.57, -4.57, -0.13], [1.46, -5.47, -1.19], [1.23, -6.80, -1.06], [1.23, -7.34, 0.19], [1.38, -6.48, 1.28], [1.52, -5.12, 1.17], [0.36, -2.05, -1.06], [4.24, -3.33, 1.01], [6.52, -3.13, 0.14], [6.98, -2.69, -2.19], [5.10, -2.59, -3.86], [2.81, -2.61, -3.05], [1.56, -5.08, -2.21], [1.10, -7.39, -1.94], [1.00, -8.41, 0.29], [1.27, -6.92, 2.32], [1.70, -4.53, 2.08], [-5.13, 2.74, -0.28], [-3.97, 1.87, 0.09], [-2.88, 1.93, -0.69], [-3.00, 2.78, -1.81], [-3.85, 1.07, 1.31], [-5.01, 0.85, 2.27], [-2.77, 0.35, 1.52], [-2.61, -0.34, 2.56], [-4.76, 3.67, -0.70], [-5.84, 2.83, 0.58], [-5.68, 2.16, -1.05], [-2.17, 2.52, -2.28], [-5.49, 1.79, 2.44], [-4.49, 0.34, 3.12], [-5.79, 0.20, 1.78], [-0.55, -1.72, -7.32], [-0.48, -0.73, -5.94], [0.64, 0.06, -5.86], [1.00, 0.81, -4.74], [2.83, 1.67, -4.89], [0.14, 0.80, -3.59], [0.37, 1.48, -2.51], [-1.04, -0.01, -3.67], [-1.88, 0.07, -2.66], [-3.03, -0.67, -2.66], [-3.40, -1.47, -3.70], [-2.56, -1.54, -4.85], [-1.39, -0.81, -4.84], [1.20, 0.13, -6.78], [-3.65, -0.55, -1.75], [-4.24, -2.11, -3.71], [-2.77, -2.18, -5.68], [2.46, 1.05, -0.43], [2.03, 0.26, -0.10], [2.08, 1.06, -1.34], [-2.05, -1.85, -0.22], [-2.71, -2.67, 0.35], [-3.57, -3.53, 0.83], [-3.85, -3.61, 2.30], [-5.39, -3.53, 2.48], [-6.24, -3.95, 1.21], [-5.49, -5.04, 0.34], [-4.22, -4.42, -0.18], [-3.31, -2.80, 2.79], [-3.42, -4.58, 2.64], [-5.67, -2.48, 2.67], [-5.66, -4.09, 3.35], [-6.38, -3.09, 0.57], [-7.28, -4.30, 1.46], [-6.15, -5.32, -0.50], [-5.20, -5.93, 0.90], [-4.55, -3.78, -1.01], [-3.50, -5.16, -0.57], [4.32, 3.83, -0.81], [2.64, 4.70, -0.53], [1.73, 5.05, -2.15], [3.02, 6.42, 0.14], [1.50, 3.29, 1.01], [0.12, 4.82, 2.36], [-1.13, 5.55, 1.15], [1.16, 6.13, 3.30], [-0.67, 3.68, 3.64], [3.11, 2.41, 2.62], [3.87, 3.62, 3.88], [2.04, 1.13, 3.50], [4.61, 1.49, 1.93], [4.81, 4.36, -1.62], [4.25, 2.78, -1.12], [4.91, 3.87, 0.07], [2.52, 5.15, -2.89], [1.38, 6.08, -1.99], [0.94, 4.35, -2.47], [3.40, 6.92, -0.75], [3.74, 6.41, 0.96], [2.13, 6.94, 0.50], [-1.72, 4.84, 0.62], [-0.59, 6.21, 0.47], [-1.76, 6.17, 1.80], [2.13, 6.34, 2.81], [1.28, 5.76, 4.36], [0.56, 7.03, 3.26], [-0.95, 2.75, 3.18], [-1.58, 4.12, 4.02], [0.02, 3.51, 4.47], [3.47, 3.41, 4.88], [3.68, 4.66, 3.64], [4.96, 3.44, 3.88], [2.67, 0.26, 3.71], [1.32, 0.66, 2.86], [1.50, 1.47, 4.39], [5.43, 2.21, 1.79], [4.53, 0.89, 1.02], [4.88, 0.79, 2.74]],
  "mulliken_charge": [1.081, -0.351, 2.800, -0.374, -0.767, 0.306, -0.206, -0.372, -0.813, -0.340, -0.791, -0.480, -0.177, -0.262, -0.823, -0.402, -0.620, -0.599, -0.232, 0.322, 0.377, 0.381, 0.387, 0.506, 0.296, 0.452, 0.352, 0.266, 0.452, -1.452, 0.087, 0.859, -0.672, 0.149, -1.683, 0.800, -0.837, 0.380, 0.336, 0.272, 0.324, 0.503, 0.386, 0.200, -0.310, 0.620, -0.667, -0.563, 0.030, 0.869, -0.291, -0.299, 0.205, -0.074, -1.202, -0.828, 0.006, 0.378, 0.339, 0.488, 0.441, 0.069, -0.162, 0.041, -0.540, -0.148, 0.293, -0.513, -0.567, -0.628, -0.833, -0.510, 0.331, 0.343, 0.152, 0.422, 0.247, 0.392, 0.358, 0.350, 0.254, 0.363, -0.989, 0.537, -0.915, -1.220, 0.437, 0.403, -0.882, -1.073, -1.025, 0.472, -1.248, -0.758, -1.159, 0.461, 0.113, 0.209, 0.345, 0.334, 0.092, 0.326, 0.290, 0.286, 0.097, 0.261, 0.406, 0.180, 0.277, 0.414, 0.157, 0.451, 0.247, 0.331, 0.267, 0.392, 0.403, -0.068, 0.345, 0.308, 0.190, 0.432],
  "homo_ev": -4.554,
  "relative_energy_ev": 1.823,
  "lumo_energy_ev": 1.673,
  "total_charge": -1,
  "gap_ev": 6.23
}


# 3
{
  "formula": "C42H61BClF4MoOP3SSi",
  "method": "ωB97M-V/def2-TZVPD",
  "species": ["Mo", "C", "C", "C", "P", "C", "C", "C", "C", "C", "C", "C", "C", "C", "Si", "C", "C", "C", "C", "C", "C", "P", "C", "C", "C", "C", "C", "C", "C", "C", "C", "C", "C", "C", "P", "C", "C", "C", "C", "C", "C", "H", "H", "H", "H", "H", "H", "H", "H", "H", "H", "H", "H", "H", "H", "H", "H", "H", "H", "H", "H", "H", "H", "H", "H", "H", "H", "H", "H", "H", "H", "H", "H", "H", "H", "H", "H", "H", "H", "H", "H", "H", "H", "H", "H", "H", "H", "H", "H", "H", "H", "H", "H", "H", "H", "O", "H", "H", "F", "B", "F", "F", "F", "Cl", "S", "C", "C", "C", "C", "C", "C", "H", "H", "H", "H", "H"],
  "xyz": [[0.34, -1.02, -0.37], [-2.99, 0.61, 4.87], [-2.17, 1.51, 3.94], [-2.02, 2.92, 4.51], [-0.64, 0.62, 3.24], [0.01, -0.24, 4.78], [0.23, 0.53, 6.08], [1.24, -1.12, 4.50], [0.47, 2.04, 2.83], [1.10, 2.79, 3.82], [1.83, 3.93, 3.52], [1.94, 4.34, 2.20], [1.37, 3.57, 1.20], [0.65, 2.41, 1.47], [-0.10, 1.44, -0.02], [0.34, 2.42, -1.59], [-0.18, 3.70, -1.84], [0.07, 4.36, -3.03], [0.86, 3.76, -4.00], [1.40, 2.50, -3.77], [1.14, 1.82, -2.58], [1.83, 0.18, -2.18], [3.60, 0.60, -1.71], [4.31, 1.50, -2.71], [3.67, 1.24, -0.33], [2.00, -0.85, -3.73], [2.82, -2.09, -3.37], [2.47, -0.30, -5.08], [-1.94, 1.83, 0.27], [-2.43, 3.06, 0.70], [-3.77, 3.23, 1.01], [-4.63, 2.15, 0.94], [-4.17, 0.91, 0.51], [-2.83, 0.76, 0.15], [-2.14, -0.74, -0.63], [-2.78, -0.52, -2.38], [-1.89, 0.40, -3.20], [-4.22, -0.03, -2.47], [-3.29, -2.06, 0.02], [-3.31, -2.06, 1.57], [-3.06, -3.46, -0.55], [-3.87, 1.15, 5.21], [-2.44, 0.30, 5.76], [-3.33, -0.29, 4.36], [-2.77, 1.61, 3.04], [-1.48, 2.94, 5.46], [-3.02, 3.33, 4.69], [-1.52, 3.59, 3.81], [-0.82, -0.94, 4.93], [1.23, 0.96, 6.12], [0.16, -0.17, 6.92], [-0.49, 1.32, 6.25], [2.12, -0.51, 4.26], [1.06, -1.82, 3.69], [1.48, -1.70, 5.40], [1.01, 2.49, 4.86], [2.28, 4.51, 4.32], [2.48, 5.25, 1.96], [1.52, 3.88, 0.17], [-0.80, 4.17, -1.09], [-0.35, 5.34, -3.20], [1.07, 4.27, -4.93], [2.02, 2.06, -4.53], [4.10, -0.37, -1.66], [3.87, 2.50, -2.73], [4.31, 1.11, -3.73], [5.35, 1.60, -2.40], [2.94, 2.04, -0.22], [4.66, 1.68, -0.19], [3.53, 0.50, 0.44], [0.97, -1.18, -3.88], [3.89, -1.87, -3.36], [2.65, -2.87, -4.11], [2.56, -2.51, -2.40], [3.48, 0.11, -5.06], [1.79, 0.44, -5.50], [2.49, -1.14, -5.78], [-1.75, 3.90, 0.80], [-4.13, 4.20, 1.35], [-5.68, 2.26, 1.21], [-4.86, 0.08, 0.46], [-2.72, -1.52, -2.80], [-1.94, 1.43, -2.84], [-2.21, 0.40, -4.25], [-0.85, 0.08, -3.17], [-4.33, 0.98, -2.07], [-4.93, -0.68, -1.95], [-4.51, 0.00, -3.52], [-4.26, -1.72, -0.35], [-2.95, -3.02, 1.95], [-4.33, -1.90, 1.94], [-2.68, -1.29, 2.00], [-2.12, -3.88, -0.18], [-3.03, -3.48, -1.64], [-3.87, -4.11, -0.22], [1.78, -0.33, 1.64], [2.45, -1.02, 1.78], [2.20, 0.52, 1.81], [3.35, -3.93, 0.58], [3.71, -2.61, 0.36], [2.53, -1.89, -0.21], [3.98, -1.93, 1.58], [4.74, -2.46, -0.55], [-0.09, -2.62, 1.24], [-0.37, -2.44, -2.23], [0.30, -4.08, -2.23], [-0.07, -4.86, -3.33], [0.41, -6.16, -3.45], [1.27, -6.68, -2.48], [1.64, -5.90, -1.40], [1.16, -4.60, -1.27], [-0.73, -4.44, -4.08], [0.12, -6.76, -4.30], [1.66, -7.68, -2.59], [2.32, -6.28, -0.65], [1.48, -4.00, -0.43]],
  "mulliken_charge": [-1.482, -1.574, 2.342, -1.722, 0.991, 0.719, -2.060, -1.262, 0.272, -0.252, -1.135, -1.082, -0.392, 0.804, 1.907, 0.025, 0.270, -0.949, -1.156, -0.588, 0.751, 0.186, 0.930, -1.739, -0.625, 1.274, -1.466, -1.852, -0.006, 0.045, -1.155, -1.142, -0.288, -0.161, 0.709, 0.729, -1.078, -1.677, 1.098, -1.607, -2.097, 0.492, 0.346, 0.219, -1.076, 0.237, 0.499, 0.320, 0.411, 0.485, 0.443, 0.305, 0.174, 0.059, 0.601, 0.332, 0.406, 0.422, 0.413, 0.341, 0.455, 0.411, 0.512, 0.476, 0.351, 0.226, 0.528, 0.102, 0.628, -0.317, -0.117, 0.373, 0.493, -0.147, 0.252, 0.475, 0.483, 0.390, 0.416, 0.439, 0.344, 0.615, 0.207, 0.724, -0.306, 0.306, 0.345, 0.504, 0.595, 0.494, 0.270, 0.155, 0.360, 0.393, 0.522, -1.368, 0.219, 0.180, -0.311, 0.685, 0.848, -0.370, -0.277, -0.659, -0.101, 0.630, -0.951, -0.708, -0.449, -0.923, -0.119, 0.432, 0.384, 0.395, 0.455, 0.119],
  "homo_ev": [-7.420, -7.816],
  "s_squared": 2.03,
  "relative_energy_ev": 0.588,
  "spin_multiplicity": 3,
  "lumo_energy_ev": [-0.446, -1.037],
  "gap_ev": [6.97, 6.78]
}